1.
DFT (the ωB97M-V functional and the def2-TZVPD basis) results for a structure of composition C25H41BrN2P2Pb.

Properties
DFT total energy: -4534.4441 Eh
Orbital gap (alpha / beta): 3.4 / 3.4 eV
ΔE to the lowest compared entry with this formula, charge and spin: 131.23 kcal/mol
Total charge: +4

Geometry (Å):
C  2.172  4.525  -0.220
C  1.099  4.188  -1.066
C  1.383  3.880  -2.409
C  2.714  3.642  -2.756
N  3.714  3.744  -1.878
C  3.469  4.231  -0.659
C  -0.205  4.001  -0.499
C  -1.201  3.662  0.121
C  -2.333  3.025  0.730
C  -2.453  1.627  0.591
C  -3.524  0.923  1.196
C  -4.193  1.684  2.120
C  -4.273  3.041  2.211
C  -3.280  3.743  1.477
Pb  -2.663  0.615  3.985
P  1.743  -0.385  0.917
H  0.598  3.721  -3.142
H  2.013  4.915  0.786
H  2.970  3.318  -3.767
H  4.321  4.377  0.009
H  -3.225  4.836  1.521
H  -1.708  1.073  0.008
H  -5.034  3.564  2.798
H  -3.704  -0.139  0.996
C  2.453  -2.095  1.087
C  3.529  -2.582  0.130
H  1.575  -2.757  1.011
H  2.815  -2.166  2.123
H  3.777  -3.622  0.378
H  3.204  -2.579  -0.916
H  4.464  -2.017  0.216
C  1.923  0.046  -0.885
C  3.300  0.323  -1.465
H  1.295  0.947  -1.000
H  1.424  -0.756  -1.453
H  3.195  0.479  -2.546
H  3.744  1.243  -1.069
H  4.002  -0.507  -1.335
C  2.998  0.711  1.729
C  4.461  0.289  1.727
H  2.646  0.785  2.771
H  2.884  1.713  1.286
H  5.034  1.006  2.328
H  4.612  -0.700  2.175
H  4.907  0.296  0.725
Br  -2.622  -0.377  6.408
P  -1.463  -1.585  -0.471
C  -0.466  -2.662  -1.613
C  -1.119  -3.917  -2.184
H  0.441  -2.935  -1.044
H  -0.138  -2.008  -2.435
H  -0.384  -4.427  -2.819
H  -1.425  -4.627  -1.407
H  -1.981  -3.691  -2.824
C  -2.621  -2.785  0.330
C  -3.967  -3.116  -0.302
H  -2.781  -2.365  1.336
H  -2.038  -3.706  0.467
H  -4.499  -3.810  0.358
H  -4.617  -2.242  -0.421
H  -3.877  -3.624  -1.268
C  -2.533  -0.674  -1.698
C  -2.947  -1.273  -3.035
H  -1.959  0.243  -1.901
H  -3.420  -0.362  -1.132
H  -3.523  -0.514  -3.583
H  -2.090  -1.524  -3.669
H  -3.600  -2.148  -2.929
N  -0.916  -1.228  3.877
H  -0.506  -1.568  3.005
H  -1.422  -1.985  4.350
H  -0.166  -0.958  4.520


2.
DFT (the ωB97M-V functional and the def2-TZVPD basis) results for the molecule C25H41FO3.

Properties
DFT total energy: -1302.7281 Eh
SMILES: CCCCCCCCCC1=C(CCCOC)C(=O)C(CC(C)C)=C([C@H](C)F)C1=O
Orbital gap: 8.6 eV
Total charge: 0

Geometry (Å):
C  7.204  -1.521  -0.531
C  5.861  -0.777  -0.412
C  5.753  0.206  0.774
C  5.565  1.693  0.409
C  4.262  2.283  0.948
C  3.012  1.763  0.211
C  2.095  2.847  -0.388
C  0.611  2.533  -0.208
C  0.177  1.415  -1.167
C  -1.103  0.746  -0.764
C  -1.154  -0.392  -0.065
C  0.062  -1.144  0.396
C  0.566  -2.095  -0.696
C  1.748  -2.980  -0.264
O  1.990  -2.843  1.119
C  3.148  -3.524  1.530
C  -2.481  -0.957  0.326
O  -2.543  -1.909  1.071
C  -3.757  -0.334  -0.192
C  -5.036  -1.022  0.218
C  -5.937  -0.223  1.212
C  -5.870  -0.830  2.627
C  -7.380  -0.118  0.712
C  -3.674  0.789  -0.914
C  -4.889  1.447  -1.510
C  -4.763  1.873  -2.967
F  -5.216  2.559  -0.720
C  -2.359  1.448  -1.149
O  -2.312  2.536  -1.684
H  7.640  -1.420  -1.526
H  7.100  -2.589  -0.332
H  7.934  -1.133  0.183
H  5.057  -1.513  -0.338
H  5.673  -0.228  -1.339
H  4.916  -0.101  1.408
H  6.645  0.105  1.398
H  5.561  1.792  -0.683
H  6.408  2.290  0.764
H  4.300  3.374  0.897
H  4.188  2.034  2.012
H  2.415  1.142  0.887
H  3.346  1.088  -0.586
H  2.300  2.942  -1.460
H  2.324  3.822  0.049
H  0.438  2.199  0.821
H  -0.009  3.418  -0.362
H  0.971  0.666  -1.204
H  0.061  1.828  -2.172
H  -0.186  -1.717  1.286
H  0.846  -0.438  0.674
H  -0.271  -2.720  -1.020
H  0.866  -1.508  -1.568
H  1.541  -4.035  -0.493
H  2.654  -2.702  -0.822
H  3.171  -3.509  2.618
H  3.142  -4.568  1.191
H  4.053  -3.037  1.143
H  -4.736  -1.956  0.691
H  -5.604  -1.301  -0.675
H  -5.530  0.790  1.272
H  -5.140  -0.313  3.251
H  -5.588  -1.884  2.604
H  -6.835  -0.759  3.134
H  -7.481  0.600  -0.104
H  -8.044  0.213  1.512
H  -7.748  -1.085  0.358
H  -5.723  0.761  -1.403
H  -5.487  1.339  -3.582
H  -4.977  2.939  -3.034
H  -3.767  1.706  -3.372